Entry a
# C30H86N4O18

A cluster of 11 separate species, C30H86N4O18 in total (ωB97M-V/def2-TZVPD, the OMol25 dataset).

Last column: Mulliken charge in e.
Geometry (Å):
C: 3.576 -23.377 -14.429  -0.0172
C: 5.032 -23.755 -13.903  -0.2755
O: 5.651 -24.393 -14.991  -0.5680
O: 3.715 -22.221 -15.351  -0.1992
H: 2.916 -23.199 -13.581  -0.0111
H: 3.309 -24.216 -15.071  0.2081
H: 4.890 -24.346 -12.998  0.3850
H: 5.591 -22.869 -13.602  0.0529
H: 5.491 -23.853 -15.768  0.3336
H: 3.586 -21.368 -14.930  -0.0341
C: 3.076 -21.149 -20.474  -0.7255
C: 2.418 -21.209 -19.111  -0.0897
O: 3.492 -21.494 -18.265  -0.3551
O: 4.200 -20.254 -20.393  -0.5622
H: 2.347 -20.912 -21.249  0.4307
H: 3.432 -22.136 -20.768  0.2810
H: 1.544 -21.861 -19.124  0.3534
H: 1.919 -20.273 -18.861  0.0656
H: 4.194 -20.905 -18.552  0.3510
H: 4.380 -19.844 -21.242  0.2859
C: 0.326 -20.181 -15.883  0.4980
C: 1.659 -19.501 -15.632  -0.8078
O: 2.209 -19.672 -14.277  0.4691
O: 0.676 -21.505 -15.694  0.1807
H: -0.050 -19.865 -16.856  -0.0429
H: -0.457 -19.874 -15.190  -0.1148
H: 1.493 -18.428 -15.728  0.1005
H: 2.541 -19.694 -16.242  0.2922
H: 1.752 -19.148 -13.614  -0.1781
H: 1.591 -21.632 -15.433  0.0218
C: 0.724 -25.366 -15.520  -0.0580
C: 0.088 -25.022 -16.939  -0.5441
O: 0.958 -24.046 -17.609  -0.5610
O: 1.853 -26.176 -15.632  -0.5883
H: -0.118 -25.828 -15.004  0.4269
H: 0.972 -24.516 -14.884  -0.1161
H: -0.926 -24.661 -16.765  0.2782
H: -0.131 -25.868 -17.590  0.3726
H: 1.178 -23.421 -16.914  0.2518
H: 2.334 -25.718 -16.325  0.3525
C: 2.888 -17.870 -11.018  -0.5594
C: 1.550 -17.147 -11.442  -0.0665
O: 1.069 -17.741 -12.652  0.3330
O: 3.894 -17.000 -11.358  -0.4828
H: 3.057 -18.841 -11.486  0.0425
H: 2.754 -18.070 -9.955  0.3788
H: 1.700 -16.073 -11.551  -0.0802
H: 0.818 -17.334 -10.657  0.4156
H: 0.674 -17.013 -13.137  -0.2627
H: 3.894 -16.279 -10.724  0.3060
C: -1.183 -22.879 -13.267  0.0192
C: -0.055 -22.945 -12.266  0.1137
O: -0.404 -23.454 -10.969  -0.6205
O: -2.263 -22.135 -12.721  -0.5435
H: -1.483 -23.900 -13.502  0.3367
H: -0.951 -22.379 -14.207  -0.1951
H: 0.333 -21.930 -12.171  -0.0072
H: 0.759 -23.632 -12.497  0.1894
H: 0.453 -23.735 -10.641  0.3617
H: -2.481 -22.511 -11.865  0.3479
C: -1.777 -18.503 -12.066  0.0207
C: -2.234 -17.915 -13.467  -0.1504
O: -2.548 -16.503 -13.448  -0.6544
O: -2.944 -18.846 -11.335  -0.5859
H: -1.230 -17.724 -11.536  0.2078
H: -1.102 -19.332 -12.280  0.0337
H: -3.058 -18.484 -13.898  0.4049
H: -1.377 -17.944 -14.141  -0.2797
H: -3.108 -16.330 -12.687  0.2898
H: -2.698 -19.687 -10.942  0.3568
C: 6.131 -15.508 -18.337  -1.2872
C: 5.150 -14.369 -18.625  0.6529
C: 4.433 -13.886 -17.283  -0.8685
O: 3.628 -14.936 -16.688  -0.2560
C: 3.606 -15.269 -15.272  -0.7345
N: 5.903 -13.298 -19.160  -0.7165
H: 6.673 -15.831 -19.226  0.4405
H: 5.525 -16.341 -17.982  0.2064
H: 6.814 -15.081 -17.603  0.3250
H: 4.350 -14.455 -19.361  0.2546
H: 3.883 -12.976 -17.525  0.3113
H: 5.169 -13.633 -16.520  0.3418
H: 3.043 -14.597 -14.625  0.2629
H: 4.546 -14.996 -14.791  0.4777
H: 3.279 -16.280 -15.025  0.1227
H: 6.248 -13.344 -20.109  0.2115
H: 5.481 -12.382 -19.131  0.1889
C: 5.804 -19.404 -13.376  -1.6232
C: 6.883 -18.332 -13.785  0.4909
C: 7.414 -18.408 -15.214  -0.4899
O: 8.424 -19.434 -15.283  -0.4169
C: 9.110 -19.426 -16.590  -0.7005
N: 6.261 -17.016 -13.569  -0.3787
H: 6.153 -20.434 -13.452  0.3143
H: 4.814 -19.183 -13.776  0.4552
H: 5.710 -19.405 -12.290  0.4025
H: 7.788 -18.493 -13.198  0.2055
H: 7.925 -17.514 -15.572  0.3921
H: 6.626 -18.763 -15.879  0.2178
H: 8.440 -19.665 -17.416  0.2552
H: 9.789 -20.279 -16.594  0.2754
H: 9.595 -18.463 -16.745  0.3003
H: 5.513 -17.155 -12.905  0.0406
H: 6.838 -16.336 -13.096  0.2482
C: -6.265 -19.912 -19.567  -1.3821
C: -5.543 -19.777 -18.124  0.5614
C: -4.522 -18.561 -18.121  -0.2813
O: -3.413 -18.769 -19.120  -0.4439
C: -2.625 -19.912 -18.862  -0.5055
N: -6.634 -19.658 -17.139  -0.6950
H: -6.974 -19.092 -19.680  0.3865
H: -6.788 -20.849 -19.758  0.3824
H: -5.492 -19.780 -20.323  0.3252
H: -5.054 -20.703 -17.820  0.2245
H: -4.033 -18.544 -17.147  -0.0725
H: -4.955 -17.561 -18.134  0.3525
H: -1.741 -19.885 -19.499  0.2720
H: -3.237 -20.789 -19.071  0.3236
H: -2.356 -19.971 -17.807  0.1545
H: -7.477 -20.205 -17.236  0.2115
H: -6.293 -19.799 -16.199  0.2111
C: -0.978 -11.644 -13.154  -1.8061
C: -1.040 -13.106 -13.566  0.7061
C: 0.333 -13.789 -13.287  -1.0850
O: 0.390 -15.128 -13.765  0.5224
C: 0.301 -15.319 -15.126  -0.7577
N: -2.111 -13.757 -12.902  -0.5133
H: -0.563 -10.944 -13.879  0.4166
H: -0.723 -11.496 -12.104  0.3894
H: -1.921 -11.097 -13.160  0.4858
H: -1.325 -12.974 -14.610  0.2048
H: 0.495 -13.775 -12.209  0.2806
H: 1.077 -13.120 -13.719  0.3014
H: 0.611 -16.361 -15.208  -0.1734
H: 0.862 -14.685 -15.813  0.4734
H: -0.741 -15.321 -15.444  0.3053
H: -1.924 -14.747 -12.975  0.2435
H: -2.319 -13.420 -11.973  0.2462

Summary:
Net charge: 0
SMILES string: COC[C@H](C)N.COC[C@H](C)N.COC[C@H](C)N.COC[C@H](C)N.OCCO.OCCO.OCCO.OCCO.OCCO.OCCO.OCCO
Frontier orbital gap in eV: 9.114
HOMO in Eh: -0.3267

=====

Entry b
# C30H86N4O18

A cluster of 11 separate species, C30H86N4O18 in total (ωB97M-V/def2-TZVPD, the OMol25 dataset).

Last column: Mulliken charge in e.
Geometry (Å):
C: 2.356 -4.076 -0.919  -1.2960
C: 2.254 -5.136 0.223  0.0878
C: 2.677 -4.638 1.631  -0.2736
O: 2.222 -5.554 2.652  -0.3671
C: 2.960 -6.772 2.949  -0.8204
N: 0.881 -5.616 0.194  -0.6696
H: 2.304 -3.020 -0.656  -0.0974
H: 1.642 -4.423 -1.665  0.5214
H: 3.274 -4.224 -1.488  0.4749
H: 2.958 -5.948 0.040  0.5162
H: 2.132 -3.718 1.841  -0.1133
H: 3.743 -4.459 1.778  0.4617
H: 2.258 -7.498 3.361  0.3060
H: 3.548 -6.715 3.865  0.3246
H: 3.579 -7.267 2.201  0.3054
H: 0.434 -5.098 0.936  0.3112
H: 1.020 -6.570 0.497  0.2919
C: 0.387 -0.608 2.134  -1.1743
C: -0.592 -0.643 0.878  1.4446
C: 0.088 -0.080 -0.383  0.3629
O: 0.371 1.368 -0.224  -0.1116
C: 1.548 1.784 -0.957  -0.8003
N: -0.858 -2.038 0.561  -0.5622
H: -0.097 -0.941 3.052  0.1317
H: 0.544 0.417 2.471  0.3374
H: 1.404 -0.987 2.039  0.1924
H: -1.470 -0.082 1.196  -0.3972
H: -0.587 -0.291 -1.212  -0.6100
H: 1.103 -0.478 -0.413  0.2937
H: 1.505 2.869 -0.862  0.1066
H: 1.563 1.630 -2.036  0.3497
H: 2.488 1.607 -0.434  0.3341
H: -0.946 -2.030 -0.446  0.2657
H: 0.047 -2.388 0.840  -0.1139
C: -5.561 -2.623 1.365  -1.0744
C: -5.156 -2.059 2.709  0.1833
C: -4.882 -0.563 2.836  -0.4557
O: -5.936 0.149 2.191  -0.2312
C: -7.293 0.116 2.466  -0.7904
N: -6.013 -2.633 3.781  -0.5359
H: -6.622 -2.437 1.196  0.3075
H: -5.439 -3.700 1.256  0.4587
H: -4.887 -2.126 0.667  -0.0627
H: -4.272 -2.630 2.993  0.5670
H: -3.883 -0.267 2.516  -0.0516
H: -4.898 -0.178 3.856  0.3869
H: -7.827 0.349 1.544  0.2461
H: -7.412 0.958 3.148  0.3206
H: -7.880 -0.756 2.754  0.2452
H: -5.811 -3.623 3.775  0.2718
H: -6.997 -2.476 3.620  0.2023
C: -3.159 -2.179 -2.006  -1.2302
C: -3.716 -0.804 -2.423  0.2725
C: -4.516 -0.117 -1.273  -0.2613
O: -4.789 1.194 -1.757  -0.4990
C: -5.698 1.857 -0.866  -0.4523
N: -2.599 -0.011 -2.751  -0.3808
H: -4.040 -2.822 -2.026  0.5099
H: -2.708 -2.137 -1.014  0.1050
H: -2.418 -2.541 -2.719  0.3346
H: -4.299 -0.837 -3.344  0.5350
H: -3.978 -0.125 -0.325  -0.0208
H: -5.426 -0.712 -1.191  0.4947
H: -6.337 1.196 -0.280  0.0397
H: -6.112 2.625 -1.520  0.3038
H: -4.927 2.169 -0.162  0.2032
H: -3.053 0.891 -2.761  0.4246
H: -2.006 -0.001 -1.934  -0.5614
C: -1.303 3.157 1.754  -0.3175
C: -0.236 4.145 2.449  -0.1364
O: -0.284 4.077 3.841  -0.5482
O: -1.222 3.307 0.306  -0.6523
H: -2.240 3.349 2.276  0.4536
H: -1.124 2.138 2.097  0.1414
H: -0.402 5.111 1.973  0.2082
H: 0.735 3.809 2.086  0.1129
H: -1.113 3.715 4.164  0.3305
H: -0.595 2.689 -0.078  0.5176
C: 1.886 7.616 -1.519  -0.5238
C: 1.991 6.176 -0.948  -0.1539
O: 1.170 5.296 -1.696  -0.3473
O: 0.505 7.981 -1.666  -0.5346
H: 2.224 7.382 -2.529  0.2320
H: 2.482 8.392 -1.040  0.4177
H: 1.643 6.245 0.082  0.2223
H: 2.972 5.707 -1.030  0.2162
H: 0.363 5.806 -1.791  0.2596
H: 0.159 8.434 -0.893  0.3106
C: 7.214 2.930 -2.858  -0.5651
C: 5.908 3.277 -2.135  -0.0030
O: 4.924 2.364 -1.736  -0.3207
O: 6.876 2.820 -4.182  -0.5391
H: 7.727 2.061 -2.449  0.2768
H: 7.999 3.683 -2.788  0.3370
H: 5.383 4.041 -2.708  0.0176
H: 6.344 3.767 -1.264  0.3597
H: 4.249 2.563 -2.389  0.1438
H: 6.965 3.657 -4.644  0.3049
C: 1.230 -1.600 -3.913  -0.0436
C: 1.021 -2.605 -5.048  -0.7051
O: 0.007 -2.188 -5.944  -0.5243
O: -0.025 -1.486 -3.138  -0.2810
H: 1.481 -0.614 -4.303  0.0592
H: 2.016 -1.765 -3.175  0.2545
H: 0.457 -3.454 -4.662  0.2009
H: 1.918 -3.058 -5.470  0.5161
H: 0.440 -1.888 -6.747  0.2969
H: -0.730 -1.226 -3.737  0.2681
C: 1.604 3.864 -5.007  -0.4904
C: 2.887 4.277 -4.301  -0.4489
O: 3.020 3.830 -3.030  0.1861
O: 0.345 4.381 -4.419  -0.5467
H: 1.489 2.784 -4.911  0.1515
H: 1.581 4.166 -6.054  0.3944
H: 3.087 5.349 -4.307  0.3975
H: 3.738 3.933 -4.888  0.3469
H: 2.584 4.527 -2.534  -0.3146
H: 0.374 4.051 -3.518  0.2527
C: 5.273 -1.787 0.343  -0.5865
C: 5.777 -0.512 -0.314  -0.1516
O: 6.080 0.381 0.663  -0.5950
O: 4.082 -1.613 1.060  -0.3019
H: 6.014 -2.167 1.046  0.3961
H: 5.023 -2.571 -0.372  0.2268
H: 4.852 -0.182 -0.787  0.1729
H: 6.670 -0.759 -0.889  0.2436
H: 5.632 1.190 0.409  0.3925
H: 4.166 -0.922 1.722  0.2336
C: -2.304 -2.834 6.810  -0.3833
C: -3.525 -3.459 7.409  -0.4290
O: -4.652 -2.774 6.957  -0.5132
O: -2.411 -2.590 5.336  -0.4508
H: -1.423 -3.443 7.016  0.3783
H: -2.027 -1.873 7.243  0.3531
H: -3.389 -3.512 8.489  0.3127
H: -3.734 -4.465 7.045  0.2460
H: -4.429 -2.491 6.066  0.2703
H: -1.588 -2.115 5.201  0.1772

Summary:
Net charge: 0
SMILES string: COC[C@H](C)N.COC[C@H](C)N.COC[C@H](C)N.COC[C@H](C)N.OCCO.OCCO.OCCO.OCCO.OCCO.OCCO.OCCO
Frontier orbital gap in eV: 9.354
HOMO in Eh: -0.3295

=====

Which structure loses on stability? entry b does.

=====

Entry a
# C3H7NOS2

The molecule C3H7NOS2 (ωB97M-V/def2-TZVPD, the OMol25 dataset).

Last column: natural (NBO) charge in e.
Geometry (Å):
C: 1.885 -1.210 0.129  -0.7200
C: -0.489 0.434 -0.157  0.0612
C: -1.886 0.571 0.437  -0.5610
H: 2.562 -0.469 -0.341  0.2404
H: 1.928 -1.070 1.186  0.2145
H: 2.223 -2.215 -0.064  0.2248
H: -2.152 1.607 0.547  0.2469
H: -1.849 0.128 1.426  0.2284
H: -2.650 -1.450 -0.267  0.1230
H: 1.732 2.316 -0.798  0.4870
N: 0.240 1.470 -0.183  -0.1659
O: 1.420 1.365 -0.800  -0.5456
S: 0.178 -1.211 -0.563  0.1723
S: -3.141 -0.264 -0.553  -0.0060

Summary:
Net charge: 0
SMILES string: CS/C(CS)=N\O
Frontier orbital gap in eV: 9.623
HOMO in Eh: -0.3269

=====

Entry b
# C3H7NOS2

The molecule C3H7NOS2 (ωB97M-V/def2-TZVPD, the OMol25 dataset).

Last column: natural (NBO) charge in e.
Geometry (Å):
N: 1.207 -1.158 0.529  -0.8146
C: 0.368 -0.299 -0.289  -0.1874
C: 1.121 0.183 -1.521  0.4485
O: 0.846 1.164 -2.153  -0.5102
C: -0.232 0.903 0.450  -0.5330
S: -2.027 1.116 0.177  0.1046
S: -2.678 -0.346 1.496  -0.1630
H: 1.291 -0.834 1.489  0.3652
H: 2.182 -1.108 0.225  0.3524
H: -0.444 -0.858 -0.773  0.2188
H: 1.913 -0.518 -1.861  0.1050
H: 0.127 1.830 0.009  0.2492
H: -0.107 0.881 1.523  0.2241
H: -3.567 -0.956 0.700  0.1405

Summary:
Net charge: 0
SMILES string: N[C@H](C=O)CSS
Frontier orbital gap in eV: 9.187
HOMO in Eh: -0.3177

=====

Which structure loses on stability? entry a does.